(1)
ORCA calculation (ωB97M-V/def2-TZVPD) on a structure of composition C18H29Cl5N2O3Ti.

Geometry as ORCA input:
```
! RIJCOSX wB97M-V def2-TZVPD def2/J DEFGRID3
* xyz 0 1
Ti -0.31 -1.60 0.57
C -3.35 -0.62 1.42
N -2.30 -0.02 0.58
C -2.06 1.35 1.06
C -2.78 0.07 -0.81
C -2.45 -1.18 -1.58
N -0.99 -1.42 -1.57
C -0.72 -2.69 -2.28
C -0.29 -0.32 -2.27
H -4.21 0.05 1.46
H -2.96 -0.78 2.42
H -3.65 -1.59 1.02
H -2.97 1.96 0.94
H -1.25 1.81 0.50
H -1.80 1.32 2.12
H -2.31 0.93 -1.29
H -3.86 0.26 -0.83
H -2.80 -1.10 -2.62
H -2.93 -2.05 -1.13
H -1.09 -2.63 -3.31
H -1.22 -3.51 -1.76
H 0.35 -2.88 -2.29
H -0.79 -0.10 -3.22
H 0.73 -0.64 -2.48
H -0.23 0.57 -1.66
Cl 3.22 0.49 -1.17
C 2.84 -1.12 -0.62
C 1.58 -1.42 -0.10
C 1.30 -2.69 0.28
Cl -1.63 -3.40 1.05
C 2.21 -3.73 0.20
Cl 1.78 -5.34 0.67
C 3.47 -3.44 -0.29
Cl 4.67 -4.67 -0.40
C 3.79 -2.12 -0.70
Cl 5.36 -1.78 -1.30
C 1.35 3.35 -2.75
C 0.31 3.55 -1.67
O 0.49 2.71 -0.54
C 1.53 3.14 0.33
C 1.59 2.23 1.54
H 1.11 3.96 -3.62
H 1.39 2.31 -3.06
H 2.35 3.65 -2.41
H -0.68 3.31 -2.06
H 0.28 4.60 -1.34
H 1.33 4.18 0.62
H 2.49 3.12 -0.20
H 0.64 2.25 2.09
H 2.38 2.57 2.21
H 1.80 1.21 1.24
C -0.36 0.02 4.74
O -0.78 -0.18 3.39
C 0.10 -0.87 2.60
O 1.14 -1.27 3.07
H -1.16 0.57 5.22
H 0.57 0.59 4.77
H -0.20 -0.94 5.24
*
```

Computed properties:
HOMO level (eV): -8.65
Orbital gap (eV): 8.375

Atomic partial charges in e from the natural (NBO) method, atoms 1 to 8: 1.45 -0.42 -0.49 -0.44 -0.24 -0.24 -0.49 -0.42

=====

(2)
ORCA calculation (ωB97M-V/def2-TZVPD) on a structure of composition C15H11NO4PtTe in a non-equilibrium geometry.

Geometry as ORCA input:
```
! RIJCOSX wB97M-V def2-TZVPD def2/J DEFGRID3
* xyz 0 3
Pt 3.52 6.72 7.94
O 4.75 10.27 6.45
C 4.50 9.10 6.69
O 3.30 8.61 6.97
C 5.63 8.14 6.55
C 6.84 8.35 5.91
C 7.69 7.28 5.68
C 7.32 5.99 6.07
C 6.16 5.86 6.78
N 5.36 6.91 6.94
C 5.53 4.59 7.31
O 6.05 3.55 7.11
O 4.36 4.77 7.88
H 7.14 9.36 5.66
H 8.58 7.46 5.17
H 7.96 5.11 5.94
C 5.97 6.97 11.22
Te 3.98 7.40 10.66
C 4.17 8.85 12.21
C 4.87 7.89 13.16
C 4.62 7.95 14.49
C 5.26 7.12 15.41
C 6.26 6.26 14.94
C 6.47 6.21 13.55
C 5.79 7.00 12.68
H 6.58 7.72 10.73
H 6.24 5.99 10.85
H 3.24 9.20 12.63
H 4.79 9.72 11.91
H 3.87 8.63 14.86
H 5.06 7.12 16.44
H 6.79 5.58 15.57
H 7.24 5.55 13.15
*
```

Computed properties:
<S²>: 2.0152
HOMO level (spin up / spin down) (eV): -8.19 / -9.16
Orbital gap (spin up / spin down) (eV): 7.763 / 6.833

Atomic partial charges in e from the natural (NBO) method, atoms 1 to 8: 1.01 -0.60 0.73 -0.76 0.09 -0.19 -0.16 -0.19

=====

(3)
ORCA calculation (ωB97M-V/def2-TZVPD) on a structure of composition C6H8O2 in a non-equilibrium geometry.

Geometry as ORCA input:
```
! RIJCOSX wB97M-V def2-TZVPD def2/J DEFGRID3
* xyz 0 1
C -0.15 0.41 -1.81
C 0.86 0.61 -0.06
C 0.83 -0.67 1.57
C -0.59 -0.68 0.88
C -1.08 -0.17 -0.66
C -0.57 0.67 0.38
H -0.79 0.95 -2.53
H 0.41 -0.40 -2.36
H 1.08 -0.37 -0.48
H 0.70 -0.63 2.64
H 1.36 -1.58 1.34
H -1.43 -1.23 1.28
H -2.15 -0.41 -0.92
H -0.84 1.63 0.81
O 0.82 1.36 -1.25
O 1.53 0.52 1.17
*
```

Computed properties:
HOMO level (eV): -9.38
Orbital gap (eV): 10.435

Atomic partial charges in e from the natural (NBO) method, atoms 1 to 8: -0.11 0.38 -0.09 -0.22 -0.21 -0.32 0.21 0.19

=====

(4)
ORCA calculation (ωB97M-V/def2-TZVPD) on an isolated molecule of C4H5ClN2 in a non-equilibrium geometry.

Geometry as ORCA input:
```
! RIJCOSX wB97M-V def2-TZVPD def2/J DEFGRID3
* xyz 0 1
C 0.12 -1.34 0.11
C -0.52 0.01 0.02
C -0.07 1.31 -0.05
N -1.13 2.14 0.11
N -2.28 1.58 0.03
C -2.14 0.27 0.08
Cl -3.38 -0.85 -0.12
H -0.74 -2.00 -0.17
H 0.98 -1.50 -0.62
H 0.55 -1.60 1.09
H 0.87 1.87 0.13
H -1.12 3.20 -0.03
*
```

Computed properties:
Structure (SMILES): Cc1c[nH]nc1Cl
HOMO level (eV): -8.74
Orbital gap (eV): 9.655

Atomic partial charges in e from the natural (NBO) method, atoms 1 to 8: -0.65 -0.10 -0.09 -0.32 -0.26 0.05 0.06 0.23

=====

(5)
ORCA calculation (ωB97M-V/def2-TZVPD) on a structure of composition C3H8O4S in a non-equilibrium geometry.

Geometry as ORCA input:
```
! RIJCOSX wB97M-V def2-TZVPD def2/J DEFGRID3
* xyz 0 1
C 1.09 1.02 0.81
C 0.44 0.95 -0.56
C -0.23 -0.38 -1.01
H 1.51 2.80 1.71
H 1.57 -0.03 0.78
H 0.48 1.04 1.70
H -0.49 1.67 -0.59
H 1.14 1.26 -1.21
H -1.25 -0.09 -1.64
H 0.38 -1.28 -1.47
H -1.23 -3.46 -0.28
O 1.80 2.35 0.56
O -1.58 -2.61 -0.66
O -2.36 -0.51 0.37
O -0.15 -1.46 1.33
S -1.13 -1.25 0.16
*
```

Computed properties:
HOMO level (eV): -10.23
Orbital gap (eV): 10.521

Atomic partial charges in e from the natural (NBO) method, atoms 1 to 8: -0.10 -0.41 -0.70 0.46 0.20 0.19 0.21 0.23

=====

(6)
ORCA calculation (ωB97M-V/def2-TZVPD) on an isolated molecule of C6H5I in a non-equilibrium geometry.

Geometry as ORCA input:
```
! RIJCOSX wB97M-V def2-TZVPD def2/J DEFGRID3
* xyz 0 1
I 2.19 2.62 -1.54
C 1.11 1.04 -0.67
C -0.27 0.98 -0.58
C -1.00 -0.26 -0.01
C -0.26 -1.24 1.00
C 1.13 -1.00 0.49
C 1.78 -0.15 -0.12
H -0.83 1.78 -1.02
H -1.96 0.32 0.32
H -1.05 -1.02 -0.82
H -0.66 -2.27 0.89
H -0.19 -0.81 2.06
*
```

Computed properties:
Structure (SMILES): IC1=CCCC#C1
HOMO level (eV): -8.57
Orbital gap (eV): 8.664

Atomic partial charges in e from the natural (NBO) method, atoms 1 to 8: 0.16 -0.21 -0.20 -0.44 -0.46 0.10 -0.13 0.22

=====

(7)
ORCA calculation (ωB97M-V/def2-TZVPD) on a structure of composition C5H12N2S in a non-equilibrium geometry.

Geometry as ORCA input:
```
! RIJCOSX wB97M-V def2-TZVPD def2/J DEFGRID3
* xyz 0 1
C -1.79 0.53 -0.86
C -1.29 -0.73 -0.31
C 0.34 -1.29 1.40
C 0.91 1.61 0.48
C 1.64 -0.17 -1.10
H -1.92 1.40 -0.27
H -1.07 0.83 -1.52
H -2.82 0.52 -1.52
H -2.14 -1.16 0.40
H -1.29 -1.64 -1.05
H 0.83 -2.18 0.98
H 1.20 -1.01 1.94
H -0.49 -1.60 2.20
H 2.09 1.87 -0.02
H 0.94 1.34 1.98
H 0.00 2.46 -0.04
H 1.45 -1.27 -1.00
N -0.18 -0.35 0.44
N 0.88 0.31 -0.10
S 2.71 0.54 -2.04
*
```

Computed properties:
HOMO level (eV): -8.46
Orbital gap (eV): 8.970

Atomic partial charges in e from the natural (NBO) method, atoms 1 to 8: -0.61 -0.22 -0.42 -0.43 -0.10 0.22 0.20 0.21

=====

ΔE to the lowest compared entry with this formula, charge and spin for the records above, in order: 0.301; 0.183; 6.240; 1.878; 3.772; 1.346; 6.035 eV
DFT total energy for the records above, in order: -113986.858; -35950.764; -10440.487; -19730.067; -22261.566; -14398.682; -19188.681 eV